Record 1
2 unconnected molecules or ions with the total composition C26H43BF3N2O8S at a distorted geometry. Source: the OMol25 dataset; level of theory: ωB97M-V/def2-TZVPD.

CARTESIAN COORDINATES (ANGSTROEM)
O -4.19735 -2.61245 0.58249
H 0.16187 -1.83091 -1.76468
C -0.23444 -0.65859 1.51443
C -3.24669 2.88969 -2.18236
C -0.35808 0.10940 2.67705
H 2.20587 2.05090 2.50112
S -1.68585 1.06571 4.92714
H 4.45830 1.03513 -3.61135
C 0.43758 3.22870 2.69414
H 0.90079 4.05174 2.15323
O 0.74704 0.78942 3.13922
H -0.61731 -0.38654 -1.25904
H 0.49811 3.45956 3.75191
C -1.56764 0.18046 3.39032
C -0.81131 -1.42069 -1.50947
F -0.38304 0.58278 7.10536
C -1.28062 -2.18700 -0.26318
C 4.46361 0.26187 -2.84582
N 5.93724 -1.63062 2.00025
H -4.95618 1.16547 2.08182
H -2.46741 1.52130 -0.68001
H 1.60637 -2.69196 -3.55930
H -6.29431 0.37986 1.23578
H -1.31592 -1.76839 -4.90261
H -2.25900 3.24135 -2.47161
C 2.33628 -1.66818 1.45784
O -1.75078 2.47710 4.69460
H -3.89894 3.75956 -2.20941
C -2.56757 -1.18756 1.65162
H 0.27698 -0.11675 -3.25613
O -4.67180 -0.55969 4.30361
H -0.61091 3.22139 2.41430
H 1.64108 1.38843 -1.59023
H 6.89270 -1.88806 2.25979
H 0.96975 1.73029 1.29359
O -2.68819 0.53147 5.78311
H 2.32438 -0.05004 -0.62504
C -4.13782 -0.61186 3.25901
C 3.03992 -1.24577 -4.37222
H -5.25178 1.70360 -1.30295
H 2.83957 -0.30953 -4.88611
H 5.43564 0.30912 -2.35222
C -5.21662 0.35326 1.39749
H 2.26600 1.48148 -3.23036
C 2.54200 1.52797 -2.17823
C 1.13529 1.94349 2.34548
C -3.91955 -1.70962 1.28927
H 5.31109 -2.42824 2.14500
H 2.35948 -1.54126 2.53723
O 3.48426 0.51878 -1.82451
F 0.82190 1.63801 5.68400
C -1.65975 -1.50538 -2.79014
F 0.41320 -0.49764 5.42642
H -2.46829 -2.22876 -2.70288
C -0.75369 -1.83922 -3.97452
H 2.10024 -2.69457 1.17761
H -2.98719 3.08037 -0.09473
C 0.47071 -0.89528 -3.98889
C -4.62370 1.73244 -0.41216
H 2.97604 2.50869 -1.98238
H 3.30008 -1.41157 1.00339
H 5.14294 -1.31671 -4.07308
C 1.77733 -1.61811 -3.57247
C -1.35077 -1.33637 0.97895
C 4.26595 -1.10900 -3.45439
C -0.07428 0.67764 5.82016
H -3.58660 2.17529 -2.92818
H -0.66341 -3.06646 -0.07926
B 1.21306 -0.72829 0.84975
H -0.41218 -2.86502 -3.85369
C -3.24202 2.27822 -0.78816
C -2.67531 -0.47346 2.84277
O -4.53444 0.44606 0.17608
H -2.27248 -2.58131 -0.44635
H 5.91122 -1.35614 1.01520
H 0.59518 -0.41984 -4.95766
N -4.87210 -0.94093 2.03687
H -2.13792 -0.53826 -2.94716
H 5.62237 -0.84790 2.57931
O 1.45435 0.07542 -0.21554
H -5.10603 2.44734 0.25514
H 1.98709 -1.34902 -2.53819
H 4.24124 -1.86100 -2.66627
H 3.24520 -2.03483 -5.08892

Atoms 1-2, force components in eV/Å:
O -0.3 -0.9 -0.9
H 0.1 0.1 0.1

Output
* DFT total energy: -66675.417 eV
* E_HOMO: -11.3641 eV
* strongest force on any atom: 1.376 eV Å⁻¹
* net charge: +1
* LUMO: -4.5 eV
* 2S+1: 1
* molecular weight: 611.51 g/mol
* HOMO-LUMO gap: 6.835 eV

Record 2
A molecular structure, C26H43Cl2N2OPZr at a distorted geometry. Source: the OMol25 dataset; level of theory: ωB97M-V/def2-TZVPD.

CARTESIAN COORDINATES (ANGSTROEM)
N 0.11088 -5.73282 4.61712
H 5.63891 -0.30778 -1.02145
H -4.01229 1.19667 3.20917
H -2.63936 1.09761 -4.99292
H 2.06308 -2.19946 -1.34395
C -1.56418 0.64305 -1.71881
H -3.50891 0.70518 -2.63014
H 5.86623 -2.65399 -1.56345
H 3.17586 2.56700 -0.59248
C -3.85581 -1.43346 0.97954
H 1.94837 -1.46694 -2.92722
H -1.73216 1.62278 -1.25959
H 3.14872 -0.97626 0.59894
C -5.71376 0.32385 2.16243
C -2.07441 1.40590 -4.10598
Cl 1.03671 -1.30176 2.66724
H -3.10187 -2.05333 0.45222
N -1.94328 -5.26394 5.45797
C -0.57633 1.41298 -4.42817
H 3.00705 4.96942 0.10553
C 2.19807 3.03305 -0.41359
C -0.96778 -4.94383 4.60846
C 1.22511 2.02781 0.19278
C 3.91467 -2.20893 -2.40640
C -6.13063 -0.64005 1.21884
H 0.88959 -5.52146 3.99681
C -0.01954 3.80688 1.46816
C 3.67203 -0.33694 -0.13016
H 4.40233 -1.65974 -3.21951
H -1.78517 -0.10612 -0.94386
H 3.70625 -3.20893 -2.80128
C -4.37610 0.42768 2.51189
H -0.79395 1.83323 0.99888
H 0.60487 5.37510 0.13086
C 2.36143 4.20575 0.55234
O -1.06434 -3.94427 3.80934
H 5.54588 -1.18042 0.49305
H 3.83722 0.61451 0.38806
H 1.83985 3.38647 -1.39016
H -0.66501 2.92898 -0.38552
Zr -1.02409 -2.42099 2.43068
C 0.29488 1.60339 -3.18926
H 1.65751 1.61751 1.13130
H -2.44154 -0.54700 -3.25371
H -0.34714 2.18997 -5.16232
H -1.56922 0.41288 2.74422
H -2.37807 2.43307 -3.87073
C 2.59172 -1.53162 -2.04279
H 1.35706 1.53702 -3.45689
C 5.01377 -0.99929 -0.44631
H 0.16346 -6.51541 5.27016
H -6.43937 1.01052 2.61697
H 4.49895 -3.08345 -0.53639
C -2.47599 0.49915 -2.93012
C 4.87983 -2.31481 -1.22152
H -7.17806 -0.69411 0.95064
Cl -0.47128 -2.83117 0.14597
C -3.39927 -0.49019 1.97312
H -5.51712 -2.21803 -0.14933
C 2.75951 -0.16052 -1.35985
H 2.86409 3.82054 1.44927
C -2.03042 -0.52091 2.39189
C -0.16178 2.60675 0.53717
H 3.07296 0.65027 -2.05165
H -0.30855 0.44835 -4.87410
H 0.13538 2.60482 -2.77014
C -5.19994 -1.49677 0.61811
C 1.02468 4.82376 0.98247
H 1.20350 5.54914 1.78336
H 0.04100 -0.46976 -2.63451
C -0.09197 0.53324 -2.18098
H -1.83579 -6.06077 6.08981
H -0.99570 4.29201 1.58143
H 0.27648 3.43002 2.45538
H -2.78423 -4.67752 5.48329
P 1.14650 0.52642 -0.84960

Atoms 1-2, force components in eV/Å:
N 0.4 -0.1 -0.1
H 0.0 0.0 0.0

Output
* DFT total energy: -68303.631 eV
* E_HOMO: -5.5207 eV
* strongest force on any atom: 5.069 eV Å⁻¹
* net charge: 0
* LUMO: -0.7 eV
* 2S+1: 1
* molecular weight: 592.75 g/mol
* HOMO-LUMO gap: 4.809 eV

Record 3
A molecular structure, C26H43Cl3N3O3SiSm at a distorted geometry. Source: the OMol25 dataset; level of theory: ωB97M-V/def2-TZVPD.

CARTESIAN COORDINATES (ANGSTROEM)
Sm -0.66615 -0.15484 -0.61026
C 1.49668 2.54074 -3.71062
H -0.80971 3.18253 -1.77832
H -2.10200 -5.39248 -0.95756
N 0.82445 0.05313 1.72220
H 1.69058 5.26845 -3.79404
H 0.42932 2.26502 -3.62072
H 1.58568 3.34564 -4.44965
H 0.41578 5.07822 0.17452
C 2.74211 -2.54902 4.43033
C -1.63467 3.48369 -1.11704
H -3.75872 -5.46497 -0.30443
C 4.31506 1.58814 -0.19023
H -5.42686 -2.36228 -6.37766
H -2.85082 -4.62495 2.59115
H 6.23035 1.55505 0.79005
H 5.48964 2.98365 2.70058
Cl -2.63734 0.35998 -2.09321
C 3.47051 3.17333 1.94976
H -4.20104 -3.77839 1.78565
O 0.81496 1.47186 -0.96057
O -1.70673 -1.91757 0.54444
H -2.42830 2.73299 -1.17018
H -2.08244 -2.60885 -3.53833
C -0.59879 4.95727 0.58080
C 2.22987 -3.04754 3.22663
H 0.10161 0.57271 2.22757
H -3.52258 -3.57499 -4.02804
C 1.51798 -0.82159 2.61497
H 1.24222 -2.53194 1.34116
C 2.35044 5.39719 -2.92539
H -1.99451 4.46437 -1.45224
H 3.35681 5.65616 -3.28678
C 2.40618 4.20023 -2.03433
H 3.08769 -0.78035 5.63624
C 4.78483 2.69978 1.91397
H 3.20135 -3.22234 5.15570
H -1.35991 -3.28107 -0.95497
H -2.75604 -2.86147 2.29118
H -4.83871 -0.04203 -2.80694
H 2.01663 0.76738 3.98535
C 2.57627 2.84012 0.92625
N -2.46884 -4.05706 0.61489
H 2.03850 1.66121 -4.09220
H -4.02512 -1.65918 -7.24353
C 2.67595 -1.17811 4.70827
C -2.69699 -5.34375 -0.04163
C 5.20005 1.90394 0.84194
C 3.00840 2.07280 -0.15975
H -0.69189 2.96183 2.13109
H -0.56581 5.06740 1.66926
H -5.78628 -1.46115 -3.30273
H -2.39532 -6.15857 0.62831
C 2.08788 1.80870 -1.35641
H 2.00025 6.26717 -2.35309
H -2.31484 -3.12433 -5.24092
C -5.17488 -0.62514 -3.67031
Cl -2.42116 0.27894 -5.28346
C -4.72826 -1.50973 -6.41427
C -2.83234 -2.76695 -4.33319
C 2.07233 -0.30929 3.79972
H -5.30979 -0.59600 -6.62272
H 2.80956 4.39000 -1.03420
H 4.63026 1.01164 -1.06534
C 1.62554 -2.18343 2.30375
H 2.30761 -4.10931 2.99832
Cl 0.90246 -1.90114 -1.74522
H 1.45310 0.78050 1.36784
N -1.14813 3.64749 0.25293
H 3.13460 3.83294 2.75334
C -3.11187 -3.81728 1.90404
H -5.83388 0.01670 -4.27031
H 2.48708 0.94293 -1.90728
C -1.10206 2.66091 1.14978
C -1.82331 -3.06788 0.02212
H -1.23916 5.72567 0.13629
Si -3.79503 -1.21794 -4.78691
C 2.05599 2.94766 -2.37518
H 1.54307 3.21192 0.92770
O -1.48333 1.47586 0.93847

Atoms 1-2, force components in eV/Å:
Sm 1.9 1.1 0.3
C -0.1 0.1 -0.1

Output
* DFT total energy: -101629.646 eV
* E_HOMO (spin up / spin down): -8.3939 / -8.4096 eV
* strongest force on any atom: 2.221 eV Å⁻¹
* net charge: 0
* LUMO (spin up / spin down): 0.3 / 0.3 eV
* energy above the lowest of the compared OMol25 structures with the same formula, charge and spin: 0.000 eV
* 2S+1: 6
* molecular weight: 730.45 g/mol
* HOMO-LUMO gap (spin up / spin down): 8.686 / 8.702 eV

Which value of strongest force on any atom does entry 3 give?
2.221 eV Å⁻¹

The lowest strongest force on any atom belongs to which entry?
C26H43BF3N2O8S

molecular weight of number 1 (C26H43BF3N2O8S)?
611.51 g/mol

Which value of strongest force on any atom does entry 1 give?
1.376 eV Å⁻¹